DFT (ωB97M-V with the def2-TZVPD basis set) results for a structure of composition C10H16CrN7O2S5Se5.

Last column: Mulliken spin population.
Cartesian coordinates (Å):
Cr1 -1.163740 0.757601 -0.394360  1.084
N1 0.403394 3.280850 1.097343  0.004
N2 0.345343 4.256203 0.108405  -0.001
C1 -0.373738 4.053593 -1.003876  0.002
N3 -0.358664 4.980458 -1.956711  0.000
N4 -1.050094 2.899183 -1.053682  -0.002
N5 -1.690211 2.553285 -2.181580  -0.004
O1 -2.061376 1.362314 -2.094970  -0.003
O2 -1.907913 3.260684 -3.144747  0.011
H1 0.097547 3.641786 1.992614  0.000
H2 1.324565 2.856613 1.142629  0.000
H3 0.935612 5.077522 0.158038  0.000
H4 0.172104 5.825745 -1.846754  0.000
H5 -0.897684 4.810814 -2.798609  0.000
Se1 -1.922160 -1.500970 -0.703275  -0.019
Se2 -4.159968 -1.029313 -1.192728  -0.003
Se3 -4.763784 0.001540 0.802352  0.010
Se4 -3.083991 1.636106 0.885099  -0.029
C2 1.838116 -2.811776 1.684906  0.001
N6 0.484043 -2.656995 2.203739  -0.001
C3 -0.238875 -3.667649 2.798013  0.002
C4 -1.417116 -3.133760 3.183524  0.001
N7 -1.394854 -1.804789 2.826979  -0.002
C5 -2.462553 -0.856669 3.117659  -0.007
C6 -0.232279 -1.517393 2.225421  -0.002
Se5 0.332392 0.134815 1.546941  -0.023
H6 2.344139 -3.565478 2.283721  0.000
H7 2.360284 -1.862937 1.762672  0.000
H8 1.808297 -3.123422 0.642624  0.000
H9 0.144402 -4.666460 2.881371  0.000
H10 -2.268160 -3.576895 3.664879  0.000
H11 -2.816021 -1.036968 4.130267  -0.001
H12 -3.271296 -0.981922 2.397405  0.003
H13 -2.060990 0.150162 3.026559  0.001
C7 0.363361 -2.177659 -3.335719  0.003
S1 1.018624 -2.450839 -1.673637  -0.001
C8 2.385692 -1.365068 -1.686534  -0.005
C9 2.321460 -0.017712 -1.652796  0.005
S2 0.976836 1.086194 -1.634305  -0.021
S3 3.876619 0.784147 -1.706363  0.000
C10 4.897919 -0.609192 -1.816292  0.000
S4 6.534530 -0.530400 -1.917382  0.000
S5 3.984168 -2.068454 -1.812619  -0.001
H14 -0.528760 -2.795238 -3.421985  -0.001
H15 1.091065 -2.470289 -4.088687  0.000
H16 0.083716 -1.131368 -3.445548  -0.001

Forces on atoms 1 to 2 (eV/Å):
0.3 -0.5 0.5
0.1 0.1 0.0

Summary:
energy above the lowest of the compared OMol25 structures with the same formula, charge and spin: 0.0 kJ/mol
Kohn-Sham gap (spin up / spin down): 6.0118 / 6.1574 eV
E: -15966.9144 Eh
2S+1: 2
<S²>: 0.78
charge: 0

DFT (ωB97M-V with the def2-TZVPD basis set) results for a cluster of 10 separate species, C57H51F9O3 in total in a non-equilibrium geometry.

Last column: Mulliken charge in e.
Cartesian coordinates (Å):
C1 6.234110 -8.540130 -12.901360  -0.451
O1 7.530500 -8.089180 -13.305220  0.344
C2 7.778580 -7.538190 -14.530970  -0.103
O2 6.968700 -7.596890 -15.457860  -0.146
O3 8.989670 -6.970680 -14.517150  0.260
C3 9.430020 -6.319570 -15.700760  -0.676
H1 5.803190 -7.664260 -12.416340  0.390
H2 6.387670 -9.389900 -12.236220  -0.176
H3 5.545840 -8.707090 -13.729920  0.105
H4 9.579160 -7.024800 -16.518380  0.228
H5 10.401440 -5.859580 -15.519490  0.184
H6 8.696890 -5.583920 -16.031580  0.211
F1 8.591190 -4.790010 -22.103180  -0.307
C4 8.373200 -5.613430 -21.067080  0.384
C5 7.812970 -5.191840 -19.896260  -0.832
C6 7.463260 -6.162660 -18.943710  -0.231
C7 7.903840 -7.498040 -19.162340  -0.329
C8 8.614040 -7.817330 -20.312490  -0.806
C9 8.925940 -6.845010 -21.231030  -0.288
H7 7.503640 -4.157230 -19.878940  0.408
H8 6.951250 -5.917390 -18.024970  0.563
H9 7.601080 -8.223670 -18.421940  0.710
H10 8.990730 -8.813130 -20.493810  0.377
H11 9.422640 -7.082910 -22.160060  0.382
F2 1.458080 -3.275590 -10.130240  -0.325
C10 2.087430 -4.421080 -10.499040  0.400
C11 3.311140 -4.383340 -11.155980  -0.859
C12 3.829550 -5.575480 -11.583520  0.058
C13 3.266560 -6.796610 -11.334510  -0.204
C14 2.015800 -6.786710 -10.753340  -0.524
C15 1.488800 -5.580730 -10.278450  -0.500
H12 3.782780 -3.445780 -11.410830  0.543
H13 4.732010 -5.469090 -12.167160  0.328
H14 3.620280 -7.698010 -11.812800  0.252
H15 1.575290 -7.768810 -10.664900  0.421
H16 0.563200 -5.616680 -9.723140  0.400
F3 11.483060 -10.852150 -12.578410  -0.189
C16 10.776130 -10.523850 -11.503250  0.188
C17 11.532780 -10.211230 -10.315950  -0.347
C18 10.845330 -10.128850 -9.096620  -0.694
C19 9.447640 -9.926550 -9.065760  -0.633
C20 8.716720 -10.291670 -10.215640  -0.248
C21 9.389680 -10.451850 -11.448530  -0.043
H17 12.611280 -10.268070 -10.311990  0.436
H18 11.401240 -10.001140 -8.179530  0.344
H19 8.887100 -9.704600 -8.169700  0.438
H20 7.641460 -10.322600 -10.119390  0.269
H21 8.832500 -10.583110 -12.364340  0.469
F4 10.360080 -9.613360 -15.444070  -0.171
C22 9.835700 -10.803180 -15.746070  0.463
C23 8.481800 -10.861810 -15.856520  -0.148
C24 7.928370 -12.120050 -16.114900  -0.775
C25 8.759340 -13.194760 -16.406290  -0.720
C26 10.112340 -13.093270 -16.299610  -0.393
C27 10.706350 -11.884240 -15.966620  -0.549
H22 7.911030 -9.994580 -15.558970  0.590
H23 6.854400 -12.228160 -16.078750  0.555
H24 8.323680 -14.164790 -16.595070  0.365
H25 10.741240 -13.962950 -16.420160  0.385
H26 11.731640 -11.685680 -15.691390  0.351
F5 4.722000 -9.464850 -19.926320  -0.317
C28 4.324530 -9.718010 -18.675930  0.714
C29 3.591900 -10.896230 -18.420840  -0.765
C30 3.036880 -11.070660 -17.169720  -0.122
C31 3.122120 -10.142850 -16.148040  -0.997
C32 3.971450 -8.998910 -16.417860  -0.164
C33 4.569540 -8.783670 -17.690580  -0.613
H27 3.570500 -11.637970 -19.205540  0.441
H28 2.471580 -11.941160 -16.871280  0.372
H29 2.925190 -10.337340 -15.104110  0.369
H30 4.109440 -8.284410 -15.619830  0.533
H31 5.223610 -7.930200 -17.791540  0.512
F6 12.329830 -5.836920 -13.336580  -0.222
C34 12.924450 -6.809710 -13.944510  -0.068
C35 12.638730 -8.192150 -13.727470  0.165
C36 13.228600 -9.215500 -14.420540  0.178
C37 14.334570 -8.891400 -15.234360  -0.745
C38 14.701760 -7.517180 -15.439050  -0.586
C39 13.983950 -6.447080 -14.826880  -0.556
H32 11.993150 -8.366490 -12.879390  0.147
H33 12.868030 -10.227900 -14.313570  0.425
H34 14.880710 -9.776370 -15.525840  0.387
H35 15.471870 -7.280380 -16.158250  0.340
H36 14.297650 -5.430700 -15.013900  0.458
F7 3.529830 -10.316540 -12.346200  -0.239
C40 4.098480 -11.301000 -11.640580  0.338
C41 4.160450 -12.584450 -12.046640  -0.480
C42 4.764850 -13.526320 -11.235140  -0.557
C43 5.424930 -13.152080 -10.042680  -0.414
C44 5.327940 -11.847560 -9.632560  -0.515
C45 4.678430 -10.934860 -10.467480  -0.098
H37 3.476180 -12.903120 -12.819040  0.446
H38 4.777990 -14.540040 -11.607430  0.384
H39 6.008030 -13.874080 -9.490330  0.392
H40 5.857260 -11.635000 -8.715480  0.426
H41 4.428050 -9.905780 -10.256050  0.349
F8 3.705360 -5.183970 -15.700850  -0.257
C46 4.309490 -4.191090 -14.989820  0.099
C47 3.568690 -3.073930 -14.441830  -0.356
C48 4.226570 -2.038140 -13.701680  -0.601
C49 5.590980 -2.095150 -13.521910  -0.338
C50 6.304530 -3.067690 -14.231290  -0.882
C51 5.676850 -4.224410 -14.760310  0.007
H42 2.525000 -2.931120 -14.680010  0.409
H43 3.686130 -1.215110 -13.257900  0.434
H44 6.073630 -1.335090 -12.925470  0.444
H45 7.365810 -3.180950 -14.066140  0.364
H46 6.276250 -5.086480 -15.013220  0.659
F9 7.083570 -6.628710 -9.491450  -0.198
C52 8.138600 -5.879150 -9.288360  0.399
C53 8.986560 -5.739450 -10.424730  -0.380
C54 10.120240 -4.979920 -10.259130  -0.274
C55 10.362630 -4.265890 -9.053490  -0.746
C56 9.518940 -4.430330 -7.965360  -0.205
C57 8.375830 -5.268180 -8.044950  -0.872
H47 8.809950 -6.238070 -11.366320  0.697
H48 10.930120 -5.053570 -10.969810  0.340
H49 11.297190 -3.724940 -9.034290  0.398
H50 9.780070 -3.975190 -7.021400  0.363
H51 7.768670 -5.369750 -7.157570  0.447

Forces on atoms 1 to 2 (eV/Å):
-0.3 1.2 -0.6
1.6 0.5 -1.0

Summary:
Kohn-Sham gap: 9.4775 eV
E: -3327.0085 Eh
SMILES string: COC(=O)OC.Fc1ccccc1.Fc1ccccc1.Fc1ccccc1.Fc1ccccc1.Fc1ccccc1.Fc1ccccc1.Fc1ccccc1.Fc1ccccc1.Fc1ccccc1
charge: 0

DFT (ωB97M-V with the def2-TZVPD basis set) results for a structure of composition C7H4N2O4Tl in a non-equilibrium geometry.

Last column: Mulliken charge in e.
Cartesian coordinates (Å):
O1 0.565109 3.203387 -0.135004  -0.043
C1 0.528383 2.141034 -0.618229  -0.330
Tl1 0.358736 0.272162 -1.317259  2.456
O2 3.559127 -0.021082 -0.770920  0.031
C2 2.434412 0.110145 -1.039410  0.228
C3 -0.036347 1.102868 -3.151034  0.267
O3 -0.367816 1.570542 -4.168232  0.008
C4 0.463444 -1.495740 -2.231528  -0.281
O4 0.481270 -2.556879 -2.736628  -0.023
N1 -0.680453 0.717813 1.595112  -0.112
C5 -1.171767 0.001742 2.600197  0.072
C6 -1.147999 -1.320898 2.227398  -0.952
C7 -0.621984 -1.379174 0.959771  0.128
N2 -0.354112 -0.115108 0.597208  0.028
H1 -0.574319 1.740327 1.565193  0.209
H2 -1.520071 0.434399 3.526482  0.507
H3 -1.476185 -2.176428 2.793947  0.416
H4 -0.439428 -2.229111 0.302936  0.390

Forces on atoms 1 to 2 (eV/Å):
-0.2 -6.0 -2.7
0.9 13.4 5.0

Summary:
Kohn-Sham gap: 7.1187 eV
E: -850.5742 Eh
charge: +3

DFT (ωB97M-V with the def2-TZVPD basis set) results for a structure of composition C7H10O in a non-equilibrium geometry.

Last column: Mulliken charge in e.
Cartesian coordinates (Å):
C1 -2.284062 -0.495001 -0.486103  -0.244
C2 -1.172559 -0.855789 0.651456  -0.261
C3 0.108591 -0.662603 0.904863  -0.693
C4 1.388998 -0.445130 -0.020550  1.009
C5 2.018500 -1.526792 -0.542743  -0.672
C6 1.925111 0.889669 -0.280708  -0.400
C7 1.108811 1.955617 0.338232  -0.662
H1 -1.495914 1.246748 -0.145186  0.300
H2 -1.918467 -1.183492 -1.445132  0.197
H3 -3.565068 -0.877539 -0.122557  0.233
H4 -1.663954 -1.439531 1.517147  0.223
H5 0.180628 -0.725005 2.106591  0.187
H6 2.089389 -2.518763 -0.164693  0.329
H7 2.657255 -1.134260 -1.423028  0.168
H8 2.801353 0.971793 -0.927406  0.333
H9 1.225729 3.223072 0.354920  0.173
H10 0.223513 1.719998 0.990653  0.262
O1 -2.386851 0.944643 -0.515999  -0.482

Forces on atoms 1 to 2 (eV/Å):
-0.6 -2.4 1.0
-4.0 -1.4 0.4

Summary:
energy above the lowest of the compared OMol25 structures with the same formula, charge and spin: 645.9 kJ/mol
Kohn-Sham gap: 8.8367 eV
E: -347.7172 Eh
charge: 0